# 1
Molecular formula: H20O10
Method: DFT, wB97M-V/def2-TZVPD

Geometry (Å):
O 1.807 -19.619 11.322
H 1.548 -20.049 10.492
H 2.763 -19.726 11.361
O 0.022 -17.367 11.501
H 0.429 -18.172 11.139
H -0.673 -17.685 12.084
O -3.320 -17.839 7.826
H -2.506 -17.716 8.328
H -3.740 -18.601 8.237
O 1.431 -18.528 7.853
H 1.949 -17.714 7.869
H 1.795 -19.029 7.113
O -1.280 -22.913 8.106
H -0.877 -22.076 8.373
H -1.609 -23.292 8.929
O -0.264 -16.388 6.776
H 0.073 -16.711 7.618
H -0.120 -15.436 6.800
O 1.290 -21.499 8.994
H 1.293 -20.956 8.204
H 1.725 -22.320 8.728
O -1.796 -21.237 11.268
H -1.944 -20.748 12.083
H -1.645 -20.558 10.591
O -1.445 -19.426 6.259
H -1.217 -19.916 5.460
H -1.149 -18.516 6.091
O -0.900 -19.607 8.923
H -0.023 -19.182 8.887
H -1.106 -19.838 7.988

frontier orbital gap = 0.3796 hartree
ΔE to the lowest compared entry with this formula, charge and spin = 253.9 kJ/mol
LUMO level = -0.380 eV
SMILES string = O.O.O.O.O.O.O.O.O.O
highest occupied orbital energy = -10.71 eV

These are the Mulliken partial charges, in e, on atoms 1 to 2: number 1, O, carries -0.633; number 2, H, carries 0.395


# 2
Molecular formula: H20O10
Method: DFT, wB97M-V/def2-TZVPD

Geometry (Å):
O 21.382 1.921 -20.669
H 20.641 1.932 -21.284
H 21.175 2.609 -20.025
O 22.443 -0.451 -19.076
H 22.579 0.007 -19.925
H 23.072 -0.036 -18.474
O 21.336 -2.870 -17.986
H 21.548 -1.990 -18.327
H 22.160 -3.363 -18.050
O 20.206 3.986 -17.255
H 20.488 4.895 -17.396
H 21.037 3.484 -17.219
O 19.350 2.241 -14.904
H 18.434 2.533 -14.947
H 19.783 2.710 -15.628
O 20.567 0.933 -17.677
H 21.192 0.336 -18.154
H 21.025 1.171 -16.862
O 22.892 3.044 -16.858
H 23.560 3.340 -16.228
H 23.265 2.254 -17.259
O 18.265 2.755 -18.972
H 17.675 2.058 -19.283
H 18.895 2.302 -18.396
O 18.895 -0.419 -19.713
H 19.422 -0.067 -18.981
H 19.456 -1.109 -20.128
O 20.822 -1.938 -21.020
H 21.489 -1.404 -20.569
H 20.819 -1.614 -21.929

frontier orbital gap = 0.3530 hartree
ΔE to the lowest compared entry with this formula, charge and spin = 271.8 kJ/mol
LUMO level = -0.742 eV
SMILES string = O.O.O.O.O.O.O.O.O.O
highest occupied orbital energy = -10.35 eV

These are the Mulliken partial charges, in e, on atoms 1 to 2: number 1, O, carries -0.579; number 2, H, carries 0.309


# 3
Molecular formula: H20O10
Method: DFT, wB97M-V/def2-TZVPD

Geometry (Å):
O -0.979 0.362 -2.726
H -1.517 -0.421 -2.547
H -0.371 0.088 -3.419
O -0.421 -2.393 -1.598
H -0.128 -1.669 -1.010
H -0.091 -2.154 -2.469
O 1.143 -2.179 1.929
H 2.025 -2.261 1.547
H 1.221 -2.555 2.813
O 0.085 0.808 2.815
H 0.761 0.404 3.370
H -0.627 1.040 3.421
O -0.678 3.352 -2.215
H 0.129 3.033 -2.629
H -1.148 2.546 -1.982
O -0.045 -0.256 0.109
H 0.129 -0.443 1.045
H -0.371 0.656 0.098
O 1.885 2.329 0.900
H 1.218 2.118 1.564
H 1.944 1.536 0.350
O 2.275 0.577 -1.494
H 1.393 0.298 -1.197
H 2.770 -0.241 -1.594
O -2.266 1.748 0.184
H -2.465 2.581 0.623
H -2.805 1.756 -0.613
O -1.172 -3.664 1.231
H -1.548 -3.825 2.101
H -0.348 -3.171 1.393

frontier orbital gap = 0.3784 hartree
ΔE to the lowest compared entry with this formula, charge and spin = 247.5 kJ/mol
LUMO level = -0.263 eV
SMILES string = O.O.O.O.O.O.O.O.O.O
highest occupied orbital energy = -10.56 eV

These are the Mulliken partial charges, in e, on atoms 1 to 2: number 1, O, carries -0.549; number 2, H, carries 0.308


# 4
Molecular formula: H20O10
Method: DFT, wB97M-V/def2-TZVPD

Geometry (Å):
O -2.041 10.127 20.221
H -2.052 9.511 20.953
H -2.826 9.915 19.716
O -1.443 9.022 17.990
H -2.284 9.317 17.641
H -1.464 9.277 18.913
O -2.515 15.873 19.662
H -3.113 15.430 19.059
H -3.087 16.390 20.230
O -4.065 12.199 18.963
H -3.450 12.927 19.045
H -3.704 11.657 18.261
O -6.695 13.007 19.099
H -5.901 12.516 19.313
H -6.386 13.892 18.905
O -1.989 14.132 17.190
H -1.570 14.943 16.902
H -2.811 14.100 16.701
O -4.416 9.375 18.131
H -4.403 8.470 17.821
H -5.316 9.517 18.422
O -4.436 11.312 22.085
H -4.127 11.178 21.189
H -5.115 10.648 22.207
O -4.832 15.630 18.338
H -4.878 14.923 17.694
H -4.609 16.407 17.825
O -4.462 9.838 15.536
H -4.763 9.711 16.436
H -5.267 9.908 15.022

frontier orbital gap (spin up / spin down) = 0.4112 / 0.0794 hartree
ΔE to the lowest compared entry with this formula, charge and spin = 186.1 kJ/mol
LUMO level (spin up / spin down) = -3.403 / -11.430 eV
total charge = +1
2S+1 = 2
<S²> = 0.76
highest occupied orbital energy (spin up / spin down) = -14.59 / -13.59 eV

These are the Mulliken partial charges, in e, on atoms 1 to 2: number 1, O, carries -0.683; number 2, H, carries 0.349


# 5
Molecular formula: H20O12V
Method: DFT, wB97M-V/def2-TZVPD

Geometry (Å):
O 0.279 -0.542 -0.838
V -0.850 0.582 -0.475
O -0.857 0.245 1.116
O 1.094 -2.110 1.393
H 1.233 -2.924 0.782
H 0.136 -2.068 1.581
O -1.222 0.898 -2.539
H -0.928 0.160 -3.052
H -1.006 1.602 -3.123
O 1.854 -2.297 -1.577
H 1.131 -1.673 -1.354
H 2.300 -1.901 -2.287
O -2.238 -1.007 -0.685
H -2.835 -1.255 0.062
H -1.919 -1.833 -1.114
O 0.536 0.709 3.115
H -0.086 0.607 2.385
H 0.138 0.176 3.785
O 0.274 2.334 -0.545
H 1.113 2.201 -1.040
H 0.596 2.687 0.294
O 2.463 0.300 0.819
H 2.240 0.876 1.554
H 1.801 -0.331 0.821
O 2.413 1.103 -2.146
H 3.062 1.067 -1.448
H 2.659 0.527 -2.852
O -2.462 1.939 0.024
H -3.202 1.792 0.580
H -2.705 2.707 -0.505
O -1.638 -1.856 2.252
H -1.694 -1.716 3.187
H -1.676 -0.997 1.829

frontier orbital gap = 0.2978 hartree
ΔE to the lowest compared entry with this formula, charge and spin = 26.0 kJ/mol
LUMO level = -5.126 eV
total charge = +1
highest occupied orbital energy = -13.23 eV

These are the Mulliken partial charges, in e, on atoms 1 to 2: number 1, O, carries -0.191; number 2, V, carries 0.721


# 6
Molecular formula: H20O18SV2
Method: DFT, wB97M-V/def2-TZVPD

Geometry (Å):
O -0.574 3.685 -0.912
V 0.991 3.336 -0.638
O 1.282 3.845 0.881
O -1.279 1.575 4.570
V -1.402 0.777 3.139
O -2.834 0.092 3.133
S -0.179 0.123 -0.105
O 0.628 1.320 -0.120
O -0.840 0.116 1.168
O -1.099 0.031 -1.187
O 0.765 -0.998 -0.223
O -3.729 0.362 -1.084
H -2.797 0.143 -1.072
H -3.755 1.308 -0.942
O 1.878 -1.473 2.072
H 1.182 -1.090 2.604
H 1.541 -1.442 1.176
O -0.537 0.105 -3.595
H 0.358 -0.207 -3.463
H -0.897 0.179 -2.711
O 2.295 -0.299 -2.270
H 2.451 -1.237 -2.382
H 1.662 -0.245 -1.554
O 2.134 -3.019 -1.462
H 1.525 -3.437 -2.072
H 1.580 -2.465 -0.912
O -1.434 -2.490 -1.855
H -1.260 -1.575 -2.077
H -0.931 -2.992 -2.497
O 4.263 -0.490 -0.244
H 3.575 -0.400 -0.903
H 4.088 -1.334 0.172
O 0.788 1.500 2.755
H 1.459 2.065 3.137
H 0.881 1.622 1.810
O -2.209 -2.292 0.802
H -2.046 -1.357 0.680
H -1.644 -2.721 0.159
O -1.794 2.783 2.097
H -1.407 3.656 2.160
H -2.679 2.937 1.764

frontier orbital gap = 0.2032 hartree
ΔE to the lowest compared entry with this formula, charge and spin = 239.5 kJ/mol
LUMO level = -4.662 eV
highest occupied orbital energy = -10.19 eV

These are the Mulliken partial charges, in e, on atoms 1 to 2: number 1, O, carries -0.519; number 2, V, carries 1.404


# 7
Molecular formula: H21O10
Method: DFT, wB97M-V/def2-TZVPD

Geometry (Å):
O -2.619 -0.187 1.154
H 0.013 2.954 -0.538
H 1.709 -2.642 1.402
O -1.336 -3.290 1.550
H -0.037 -1.580 -0.657
H -1.719 -2.536 2.049
O 1.460 -1.772 1.054
H 3.362 0.380 2.070
H 0.367 3.502 2.347
O 0.851 0.129 -2.926
H 0.071 -0.195 -2.406
H 1.492 0.467 -2.049
O -0.484 2.215 -0.896
H -2.243 -3.636 1.450
H 1.251 -0.705 -3.267
O -2.365 0.558 -2.309
H -3.202 0.855 -2.673
H -2.045 1.211 -1.670
O -0.638 -1.327 -1.371
H 1.245 2.837 3.263
H -1.442 -0.903 -1.050
O 0.513 2.602 2.664
H -0.897 2.605 -1.681
H -3.442 0.176 0.795
O 2.129 0.157 -0.671
H -2.249 0.481 1.751
O 2.596 0.653 1.566
H 1.807 0.842 2.083
H 1.758 -0.714 -0.343
H 0.508 -1.697 0.972
H 3.002 0.300 -0.284

frontier orbital gap = 0.4135 hartree
ΔE to the lowest compared entry with this formula, charge and spin = 184.3 kJ/mol
LUMO level = -2.780 eV
total charge = +1
highest occupied orbital energy = -14.03 eV

These are the Mulliken partial charges, in e, on atoms 1 to 2: number 1, O, carries -0.593; number 2, H, carries 0.255


# 8
Molecular formula: H22KrO11
Method: DFT, wB97M-V/def2-TZVPD

Geometry (Å):
Kr 0.534 0.239 -0.282
O 1.519 -3.513 -1.457
H 2.474 -3.551 -1.424
H 1.257 -3.280 -0.566
O -0.466 -0.013 -3.681
H 0.231 0.481 -3.248
H -0.083 -0.874 -3.846
O 3.800 -0.834 1.211
H 3.540 0.078 1.347
H 3.749 -0.960 0.264
O 0.418 -3.339 1.304
H -0.151 -4.108 1.327
H -0.026 -2.696 1.858
O 0.860 3.842 -1.188
H 0.267 4.221 -0.539
H 0.761 4.401 -1.959
O 1.702 1.841 -2.915
H 1.453 2.436 -2.207
H 2.582 1.545 -2.681
O -1.083 2.228 1.768
H -1.569 1.404 1.731
H -0.251 1.998 2.182
O 0.876 1.169 3.422
H 1.793 1.444 3.404
H 0.564 1.430 4.288
O -3.214 0.074 -0.660
H -2.988 0.937 -1.006
H -4.121 0.162 -0.367
O -2.010 -2.307 -0.764
H -1.053 -2.331 -0.786
H -2.225 -1.375 -0.727
O -2.773 -0.505 2.183
H -2.951 -0.204 1.292
H -3.413 -0.043 2.724

frontier orbital gap = 0.3773 hartree
ΔE to the lowest compared entry with this formula, charge and spin = 86.4 kJ/mol
LUMO level = -0.030 eV
highest occupied orbital energy = -10.30 eV

These are the Mulliken partial charges, in e, on atoms 1 to 2: number 1, Kr, carries 0.005; number 2, O, carries -0.602


Look up the ΔE to the lowest compared entry with this formula, charge and spin of the eighth one.
86.4 kJ/mol


Among the records above, which one has the lowest ΔE to the lowest compared entry with this formula, charge and spin?
H20O12V


Which value of ΔE to the lowest compared entry with this formula, charge and spin does entry 5 give?
26.0 kJ/mol